1.
C34H45AsO10P3V | ωB97M-V/def2-TZVPD

Each line ends with the Mulliken spin population.
Cartesian coordinates (Å):
V 2.1185 -0.0265 1.2276  2.98
C 2.0919 2.9668 2.2906  0.03
O 1.5836 1.6495 2.5364  -0.06
C 1.5922 1.3012 3.9167  0.01
C 0.8419 -0.0056 4.0383  0.02
O 1.3007 -0.9322 3.0498  -0.05
C 2.1936 -1.9717 3.4617  0.03
C 3.5722 -1.3995 3.7067  0.01
O 3.8701 -0.5259 2.6245  0.00
C 5.1234 0.1416 2.7966  0.01
H 1.4826 3.6930 2.8306  0.00
H 3.1355 3.0370 2.6016  0.00
H 2.0329 3.1399 1.2209  0.00
H 2.6271 1.2177 4.2647  0.00
H 1.0878 2.0756 4.5012  0.00
H 0.9529 -0.4303 5.0377  0.00
H -0.2176 0.1548 3.8344  -0.01
H 1.8085 -2.4726 4.3521  0.01
H 2.1950 -2.6811 2.6331  -0.02
H 3.6025 -0.8346 4.6464  0.00
H 4.3166 -2.1984 3.7694  0.00
H 5.9393 -0.5832 2.7697  0.00
H 5.2221 0.8558 1.9859  0.00
H 5.1372 0.6638 3.7575  0.00
C 5.7797 -0.8300 -0.6500  0.00
C 4.7108 -0.2093 -1.5470  0.00
O 5.1203 -0.1668 -2.9135  0.00
P 3.2129 -1.2329 -1.5376  0.01
O 2.2090 -0.5165 -2.5161  0.00
O 3.5008 -2.6164 -2.2351  0.00
O 2.7181 -1.5073 -0.1543  0.00
P 4.2644 1.4759 -0.9246  0.00
O 3.1087 1.9516 -1.9799  0.00
O 5.4284 2.3684 -0.9735  0.00
O 3.5157 1.1822 0.3577  0.02
H 6.0906 -1.7909 -1.0613  0.00
H 5.4008 -0.9855 0.3591  0.00
H 6.6445 -0.1666 -0.6046  0.00
H 5.8860 0.4202 -2.9767  0.00
H 2.3167 0.4602 -2.5222  0.00
H 3.7725 -2.5305 -3.1606  0.00
H 3.4635 2.5781 -2.6241  0.00
C -0.7179 -0.6315 -1.3669  -0.03
C -2.1314 -1.0918 -1.6861  0.00
As -2.5727 -0.7276 -3.5878  0.00
C -2.3354 1.2089 -3.4282  0.00
C -3.0978 1.9834 -2.5555  0.00
C -2.8424 3.3386 -2.4142  0.00
C -1.8183 3.9354 -3.1410  0.00
C -1.0571 3.1738 -4.0141  0.00
C -1.3184 1.8153 -4.1583  0.00
C -4.5141 -0.7796 -3.3946  0.00
C -5.1372 -1.6548 -2.5102  0.00
C -6.5231 -1.7071 -2.4276  0.00
C -7.2995 -0.8855 -3.2303  0.00
C -6.6855 -0.0149 -4.1208  0.00
C -5.3022 0.0338 -4.2051  0.00
P -0.3080 -0.4540 0.4135  0.05
C -1.5957 0.6877 1.0050  -0.05
C -1.2729 2.0431 1.0088  -0.02
C -2.2196 2.9993 1.3484  0.01
C -3.5041 2.6079 1.6929  0.00
C -3.8411 1.2602 1.6883  0.00
C -2.8959 0.3062 1.3450  -0.01
C -0.6953 -2.0998 1.1025  -0.02
C -0.1868 -3.2184 0.4432  0.03
C -0.3463 -4.4897 0.9775  0.00
C -1.0111 -4.6605 2.1825  0.00
C -1.5130 -3.5525 2.8524  0.00
C -1.3527 -2.2830 2.3182  0.02
H -0.5166 0.3588 -1.7875  0.01
H 0.0229 -1.2940 -1.8132  0.00
H -2.8733 -0.5620 -1.0910  0.00
H -2.2403 -2.1599 -1.4931  0.00
H -3.9063 1.5295 -1.9917  0.00
H -3.4469 3.9326 -1.7405  0.00
H -1.6262 4.9956 -3.0364  0.00
H -0.2709 3.6376 -4.5965  0.00
H -0.7275 1.2251 -4.8501  0.00
H -4.5500 -2.3095 -1.8768  0.00
H -6.9949 -2.3940 -1.7366  0.00
H -8.3789 -0.9252 -3.1667  0.00
H -7.2855 0.6269 -4.7528  0.00
H -4.8367 0.7219 -4.9019  0.00
H -0.2757 2.3569 0.7254  0.02
H -1.9542 4.0487 1.3353  0.00
H -4.2449 3.3499 1.9610  0.00
H -4.8452 0.9499 1.9468  0.00
H -3.1769 -0.7390 1.3389  0.00
H 0.3512 -3.1056 -0.4902  0.00
H 0.0494 -5.3459 0.4470  0.00
H -1.1422 -5.6517 2.5961  0.00
H -2.0385 -3.6771 3.7906  0.00
H -1.7502 -1.4314 2.8562  0.00

Net charge ... +1
Gap between HOMO and LUMO (spin up / spin down) ... 8.36 / 8.37 eV
Spin multiplicity ... 4

***

2.
C8H19N3 | ωB97M-V/def2-TZVPD

Each line ends with the Löwdin charge.
Cartesian coordinates (Å):
C 0.4352 3.9176 1.4610  -0.06
C -0.1019 2.5589 1.4306  -0.02
C -0.1961 1.7053 0.3333  -0.04
N -0.5582 0.4006 0.3002  -0.11
C -0.3772 -0.3188 -0.9313  -0.09
C 1.0927 -0.6983 -1.1851  -0.20
C 1.2288 -1.6462 -2.2991  -0.27
C 1.0138 -0.9823 -3.6114  -0.07
N -0.9104 -0.1647 1.3285  0.13
C -1.3242 -1.5636 1.4791  -0.09
N -1.6035 -1.6565 2.9585  0.21
H 1.2771 4.0617 2.1657  0.12
H 0.6400 4.3939 0.3859  0.15
H -0.3222 4.4985 2.0388  0.12
H -0.2598 1.9966 2.4770  0.17
H 0.0057 2.0620 -0.6441  0.13
H -0.8550 -1.2265 -0.6911  0.10
H -0.7680 0.1066 -1.8947  0.17
H 1.3190 -1.2385 -0.3045  0.10
H 1.7415 0.1604 -1.2611  0.13
H 0.6667 -2.5436 -2.0668  0.12
H 2.3731 -1.8926 -2.2313  0.17
H 1.8502 -0.3034 -3.7199  0.10
H 1.0504 -1.7255 -4.3343  0.07
H 0.1349 -0.3524 -3.5554  0.07
H -2.2319 -2.0192 0.9446  0.19
H -0.4746 -2.2326 1.2912  0.16
H -0.8305 -1.7468 3.6730  0.21
H -1.8368 -2.5801 2.9598  0.12
H -2.1786 -0.9705 3.5029  0.21

Net charge ... +2
SMILES ... C/C=C/[N+](CCCC)=N/C[NH3+]
Gap between HOMO and LUMO ... 8.03 eV
Spin multiplicity ... 1

***

3.
C10H16Br2O6 | ωB97M-V/def2-TZVPD

Each line ends with the Löwdin charge.
Cartesian coordinates (Å):
C -1.9457 -0.9310 -5.4660  -0.03
C -2.0517 -0.0796 -4.2496  -0.30
C -1.4682 -0.6208 -2.9369  -0.10
O -0.8352 0.4900 -2.3383  0.06
C -0.6518 1.4699 -3.2405  -0.58
O -0.0742 2.4860 -3.0817  0.18
O -1.2456 1.1256 -4.4018  0.07
H -2.7171 -1.7084 -5.4215  0.09
H -1.0041 -1.4863 -5.4320  0.09
H -2.0629 -0.4841 -6.4488  0.09
H -3.0501 0.3415 -4.1055  0.16
H -0.7565 -1.4439 -3.0269  0.14
H -2.2672 -0.9715 -2.2827  0.13
C 0.1068 -0.2337 2.8494  -0.02
C -0.5513 -1.4519 2.2357  -0.29
C -1.2595 -1.3263 0.8740  -0.11
O -0.8821 -2.4516 0.1436  0.07
C 0.0917 -3.1141 0.7648  -0.56
O 0.5490 -4.1663 0.4411  0.17
O 0.4494 -2.4290 1.8870  0.07
H 0.3271 0.5356 2.1096  0.07
H 0.9489 -0.4819 3.4927  0.09
H -0.5753 0.2352 3.5665  0.09
H -1.2345 -1.9364 2.9447  0.15
H -0.8686 -0.4017 0.4233  0.13
H -2.3435 -1.2218 0.8461  0.14
Br 1.7704 3.7475 2.4798  0.56
C 3.2091 2.4769 2.9302  -0.64
C 3.2882 2.2483 4.4670  -0.71
Br 3.3068 3.8564 5.5228  0.61
H 4.1399 2.9383 2.6155  0.05
H 3.0118 1.5616 2.3839  0.05
H 4.2237 1.7144 4.6142  0.06
H 2.4225 1.7131 4.8400  0.04

SMILES ... C[C@H]1COC(=O)O1.C[C@H]1COC(=O)O1.BrCCBr
Gap between HOMO and LUMO ... 10.52 eV
Spin multiplicity ... 1

***

4.
C4H8N4O3 | ωB97M-V/def2-TZVPD

Each line ends with the Löwdin charge.
Cartesian coordinates (Å):
C 1.9374 0.3353 0.0624  -0.45
C -2.1963 -0.7164 -0.2956  -0.52
C 3.2557 1.0140 -0.2915  0.00
C -2.4907 -1.9872 0.4867  0.04
N -1.2613 1.9694 0.7081  0.11
N 0.9184 0.9582 -0.7250  0.02
N -0.8373 -0.3812 -0.1871  0.01
N -0.3862 0.7478 -0.7920  0.00
O 1.6344 -0.4719 0.9203  0.05
O -2.9026 -0.1625 -1.0879  0.09
O -1.9028 1.2401 1.3412  -0.01
H 4.1488 0.6138 0.4032  0.15
H 3.3990 0.7733 -1.2701  0.04
H 3.2527 2.0249 -0.0210  0.06
H -2.0982 -1.8095 1.4357  0.08
H -3.4835 -2.0869 0.3193  0.06
H -2.0157 -2.7376 0.0390  0.05
H 1.2522 1.7608 -1.2022  0.12
H -0.2239 -1.0843 0.1566  0.12

Gap between HOMO and LUMO (spin up / spin down) ... 7.75 / 7.65 eV
Spin multiplicity ... 1

***

5.
C15H20N2O3 | ωB97M-V/def2-TZVPD

Each line ends with the Löwdin charge.
Cartesian coordinates (Å):
C -3.5736 -3.0161 -0.0357  -0.06
C -3.2968 -1.7430 0.7499  -0.20
O -2.8492 -0.6853 -0.1013  0.00
C -1.5616 -0.6786 -0.4318  -0.46
O -0.7730 -1.5215 -0.0853  0.12
C -1.1879 0.5018 -1.3206  -0.17
C -2.1538 1.6823 -1.2051  -0.15
C -2.0525 2.3166 0.1799  -0.15
C -0.5996 2.6759 0.4849  -0.15
N 0.2829 1.5281 0.3577  -0.05
C 0.3933 0.7226 1.4730  -0.52
O -0.2900 0.8720 2.4681  0.08
N 1.3574 -0.2565 1.4408  0.14
C 2.5263 -0.3726 0.6965  -0.26
C 3.1162 -1.6300 0.5736  -0.03
C 4.2964 -1.7833 -0.1275  -0.09
C 4.9114 -0.6877 -0.7105  -0.10
C 4.3387 0.5659 -0.5761  -0.08
C 3.1585 0.7305 0.1240  -0.04
C 0.2444 0.9448 -0.9668  -0.11
H -3.9707 -3.7753 0.6318  0.08
H -4.2969 -2.8226 -0.8245  0.08
H -2.6532 -3.3853 -0.4814  0.07
H -4.2069 -1.3602 1.2161  0.13
H -2.5347 -1.9240 1.5146  0.13
H -1.1881 0.1199 -2.3486  0.16
H -3.1750 1.3518 -1.3958  0.11
H -1.8863 2.4220 -1.9646  0.12
H -2.6709 3.2137 0.2303  0.12
H -2.4038 1.6164 0.9380  0.11
H -0.5114 3.0527 1.5046  0.13
H -0.2420 3.4388 -0.2148  0.13
H 1.2077 -0.9773 2.1332  0.16
H 2.6352 -2.4844 1.0266  0.11
H 4.7387 -2.7644 -0.2193  0.10
H 5.8332 -0.8090 -1.2588  0.10
H 4.8197 1.4286 -1.0135  0.10
H 2.7257 1.7115 0.2400  0.11
H 0.9083 0.0830 -1.0171  0.12
H 0.5838 1.6981 -1.6846  0.14

SMILES ... CCOC(=O)[C@H]1CCCN(C(=O)Nc2ccccc2)C1
Gap between HOMO and LUMO ... 9.04 eV
Spin multiplicity ... 1

***

6.
C4H6N2 | ωB97M-V/def2-TZVPD

Each line ends with the Löwdin charge.
Cartesian coordinates (Å):
N -1.7211 -0.7023 -2.0108  0.16
C -1.2915 -0.4065 -0.9836  -0.25
C -1.1657 0.0314 0.4113  -0.21
N 0.1579 -0.0326 0.9970  -0.10
C 1.0041 0.8255 0.1694  -0.16
C 1.2192 -0.6418 0.1900  -0.15
H -1.5695 1.0542 0.3454  0.13
H -1.9094 -0.5461 0.9507  0.12
H 1.7311 1.3734 0.7707  0.10
H 0.4911 1.2728 -0.8074  0.15
H 0.9790 -1.1433 -0.7373  0.09
H 2.0748 -1.0848 0.7046  0.11

SMILES ... N#CCN1CC1
Gap between HOMO and LUMO ... 11.10 eV
Spin multiplicity ... 1